(1)
Molecular formula: C6H9NO
Method: DFT, ωB97M-V with the def2-TZVPD basis set

As for the expectation value of S²: 2.067. The value obtained for the HOMO-LUMO gap (spin up / spin down) is 8.48 / 8.12 eV. Its spin multiplicity is 3. The value obtained for the highest occupied orbital energy (spin up / spin down) is -7.57 / -9.16 eV. As for the relative energy (zero: lowest compared OMol25 entry of this formula, charge and spin): 116.24 kJ/mol.

Last column: Löwdin spin population.
Element x y z (Å)
C 0.14652 1.00381 0.04902  0.338
C 0.25941 1.15942 1.48369  -0.006
C 1.13154 1.17827 -1.03734  0.045
C -0.06592 0.26904 -1.16851  0.053
C -0.41248 0.31676 2.46433  -0.011
C 0.02833 -1.18626 -1.06048  0.014
N 1.32772 2.00964 1.79568  0.718
O 1.60552 2.17285 3.00210  0.823
H 0.93934 2.04882 -1.71764  0.012
H 2.05086 0.68478 -0.80251  0.007
H -0.94755 0.55717 -1.79595  0.016
H -0.42495 0.72182 3.54524  0.001
H -1.34269 -0.25482 2.28980  0.000
H 0.28191 -0.60362 2.48652  -0.012
H -0.86151 -1.51330 -0.50079  0.001
H 0.83369 -1.59981 -0.34436  0.000
H 0.11289 -1.79686 -1.89509  0.002

Cartesian forces (eV/Å) of the 6 atoms listed first:
0.7718 1.5368 3.5665
0.7857 0.8709 -5.5363
-1.9397 1.2932 -0.7395
-1.4389 -0.4069 -0.2312
0.9564 -2.4091 3.0853
0.4540 -1.9997 3.7119

(2)
Molecular formula: C19H42NOP3STi
Method: DFT, ωB97M-V with the def2-TZVPD basis set

The value obtained for the HOMO-LUMO gap (spin up / spin down) is 2.41 / 2.41 eV. As for the net charge: +4. Its spin multiplicity is 1. The value obtained for the highest occupied orbital energy (spin up / spin down) is -18.07 / -18.07 eV.

Last column: Löwdin charge in e.
Element x y z (Å)
Ti -0.10576 -0.10073 0.88014  0.751
P -1.72325 1.90525 1.12953  0.780
P -2.02355 -1.45917 2.01754  0.802
P 1.52934 1.40549 -0.24483  0.764
H -1.12492 -2.49899 -0.38927  0.086
C -0.18502 -1.94260 -0.39009  -0.160
C 0.86667 -2.18062 0.49841  -0.050
H 0.74015 -2.86987 1.33917  0.094
C -2.80227 1.95960 -0.35084  -0.200
C -2.95664 2.08303 2.47698  -0.222
C -1.04777 3.60794 1.17493  -0.222
C -1.77295 -3.26689 2.16125  -0.207
C -2.31469 -1.08598 3.78760  -0.210
C -3.71091 -1.40450 1.29608  -0.210
C 3.02026 0.48753 -0.74815  -0.244
C 2.33055 2.68167 0.79053  -0.201
C 0.96538 2.36777 -1.69140  -0.243
H -0.00958 -1.32957 -1.27885  0.004
H 1.90430 -1.94608 0.23221  0.099
H -3.46044 2.83735 -0.29271  0.094
H -3.41260 1.04942 -0.41116  0.052
H -2.18788 2.02546 -1.25733  0.054
H -3.46614 3.05108 2.36050  0.090
H -2.46703 2.07902 3.45967  0.052
H -3.71146 1.28934 2.46039  0.044
H -1.87049 4.30899 1.37730  0.090
H -0.57390 3.88335 0.22668  0.042
H -0.30803 3.70728 1.97989  0.048
H -2.73399 -3.75522 2.37761  0.092
H -1.07787 -3.47957 2.98486  0.077
H -1.35526 -3.69357 1.24557  0.047
H -3.15857 -1.68598 4.15731  0.095
H -2.53818 -0.02692 3.94685  0.025
H -1.41939 -1.34552 4.36794  0.059
H -4.32058 -2.20708 1.73495  0.085
H -3.64322 -1.56670 0.21267  0.063
H -4.20225 -0.44025 1.47072  0.041
H 3.62952 1.12155 -1.40550  0.092
H 2.76885 -0.44252 -1.27359  -0.004
H 3.59521 0.23735 0.15464  0.074
H 3.11653 3.16232 0.19095  0.096
H 2.79306 2.21235 1.66839  0.061
H 1.61867 3.44099 1.12988  0.036
H 1.84308 2.64334 -2.28870  0.085
H 0.44043 3.27074 -1.35884  0.046
H 0.28082 1.78070 -2.31995  0.006
C 1.49915 -1.22146 -5.02582  -0.569
C 0.98101 -0.62202 -6.19692  -0.061
C 1.16546 -1.23368 -7.43871  -0.013
C 1.88774 -2.42327 -7.54173  0.023
C 2.44291 -2.99885 -6.39145  -0.011
C 2.25955 -2.39630 -5.14587  -0.075
S 1.27296 -0.44686 -3.47025  0.890
H 0.36021 -1.27135 -2.81486  -0.095
H 0.43290 0.31100 -6.11587  0.114
H 0.73787 -0.78306 -8.33694  0.137
H 2.02324 -2.91527 -8.50607  0.143
H 3.01492 -3.92221 -6.46026  0.133
H 2.69102 -2.82034 -4.24187  0.112
C 2.22873 -0.46541 4.47669  0.069
C 1.21193 0.31259 3.72639  -0.427
N 0.70822 1.40282 4.29416  0.291
O 0.81248 -0.03184 2.55865  -0.185
H 2.44485 0.01358 5.44083  0.122
H 3.16677 -0.52252 3.90853  0.128
H 1.86805 -1.48428 4.67495  0.128
H -0.00546 1.95938 3.81389  0.129
H 1.03722 1.68879 5.20263  0.162

Cartesian forces (eV/Å) of the 6 atoms listed first:
0.5830 0.0034 2.5965
-1.6456 1.3640 -0.3574
-1.9173 -0.5733 0.9984
1.2025 1.8061 -0.9974
0.2133 0.2116 0.1766
1.0537 -0.6190 0.9303

(3)
Molecular formula: C9H14ClI2NOPSn
Method: DFT, ωB97M-V with the def2-TZVPD basis set

The value obtained for the HOMO-LUMO gap (spin up / spin down) is 5.31 / 4.60 eV. As for the net charge: +3. Its spin multiplicity is 1. The value obtained for the highest occupied orbital energy (spin up / spin down) is -19.12 / -19.13 eV. As for the relative energy (zero: lowest compared OMol25 entry of this formula, charge and spin): 270.28 kJ/mol.

Last column: Löwdin charge in e.
Element x y z (Å)
I -1.70101 -3.40696 1.29323  0.821
I -2.96548 0.76517 -1.15625  0.493
Sn -0.91495 -0.52369 0.05941  0.221
P -0.37624 -1.54480 -2.29646  0.648
C -1.16457 -3.13121 -2.62969  -0.238
C -0.37473 -0.55991 -3.90145  -0.187
H 2.04699 -1.03403 -1.92526  -0.006
H 1.81198 -2.42786 -3.03357  0.082
H 1.59209 -2.66185 -1.27596  0.040
C 1.43960 -1.95241 -2.10917  -0.284
H 0.24438 0.35927 -3.74194  0.071
H 0.09789 -1.19782 -4.69603  0.094
H -0.73101 -3.34758 -3.62624  0.086
H -2.25006 -3.01284 -2.64441  0.068
H -1.42158 -0.30771 -4.17246  0.059
H -0.87777 -3.85407 -1.86679  0.031
C 0.78593 -2.10285 1.21362  -0.273
O 1.07837 -2.37166 2.30226  0.092
Cl 1.08874 0.59383 -0.62591  0.164
C 0.80411 3.48086 3.66121  0.042
C 1.26803 2.15446 3.51574  0.111
C 0.43973 1.28083 2.79254  -0.061
N -0.66186 1.66793 2.14230  0.034
C -1.04004 2.96642 2.20328  0.040
C -0.30180 3.94414 2.95256  0.109
H 1.38182 4.16206 4.29955  0.155
H 2.11647 1.74994 4.07982  0.161
H 0.71204 0.22129 2.62624  0.097
H -1.96231 3.26165 1.65424  0.159
H -0.64591 4.99656 3.03515  0.169

Cartesian forces (eV/Å) of the 6 atoms listed first:
-0.6638 0.3162 -0.0515
0.0617 -0.0374 0.9190
-0.3594 0.6567 -2.9455
2.1332 -0.9332 -0.7808
0.1552 0.6351 -0.2684
-0.2799 0.3785 0.7192

(4)
Molecular formula: C23H24BrClIrN4O4
Method: DFT, ωB97M-V with the def2-TZVPD basis set

The value obtained for the HOMO-LUMO gap is 6.83 eV. As for the net charge: +3. Its spin multiplicity is 1. The value obtained for the highest occupied orbital energy is -15.94 eV. As for the relative energy (zero: lowest compared OMol25 entry of this formula, charge and spin): 0.00 kJ/mol.

Last column: Löwdin charge in e.
Element x y z (Å)
Ir 0.20081 -0.79549 -0.23926  1.515
C 3.17443 -1.83474 -0.29285  0.050
O 2.26066 -0.69717 -0.29542  -0.245
C 2.73118 0.61521 -0.32966  -0.174
C 4.05841 0.94951 -0.46252  -0.014
C 4.39635 2.29879 -0.46837  -0.656
Br 6.19064 2.79889 -0.63914  0.888
C 3.41752 3.26436 -0.34948  -0.043
C 2.06828 2.91903 -0.23976  -0.042
C 1.71347 1.56468 -0.24304  -0.221
O 0.41276 1.12691 -0.18407  -0.261
C 1.08141 3.98965 -0.11575  -0.149
N -0.23151 3.83700 0.06389  0.214
C -0.84977 5.08338 0.15935  -0.149
C -2.17333 5.46001 0.35436  0.005
C -2.42145 6.81577 0.40096  -0.037
C -1.39340 7.76400 0.25883  -0.030
C -0.08048 7.39017 0.06668  0.027
C 0.16478 6.02295 0.02145  -0.144
N 1.34253 5.29786 -0.14740  0.223
H 4.12574 -1.52616 0.12490  0.106
H 3.28358 -2.19194 -1.31305  0.127
H 2.73722 -2.58287 0.35982  0.097
H 4.83860 0.21201 -0.57469  0.120
H 3.73096 4.29829 -0.34536  0.113
H -0.65012 2.92344 0.12704  0.150
H -2.96799 4.73620 0.46902  0.116
H -3.43354 7.16371 0.55338  0.123
H -1.64150 8.81515 0.30353  0.127
H 0.70882 8.12122 -0.04032  0.132
H 2.25406 5.70650 -0.28123  0.180
N -4.92995 -2.10837 -0.88831  0.214
C -4.12671 -1.85572 0.37421  -0.091
C -2.61303 -1.95241 0.19971  -0.185
N -1.90618 -0.70704 -0.21333  -0.069
H -5.93151 -2.14524 -0.66767  0.188
H -4.68983 -3.00821 -1.31576  0.183
H -4.81575 -1.38526 -1.60254  0.178
H -4.44735 -2.62453 1.07512  0.149
H -4.44926 -0.89203 0.76712  0.144
H -2.34283 -2.74214 -0.50195  0.128
H -2.20345 -2.23458 1.16836  0.134
H -2.15619 0.04673 0.42512  0.118
H -2.19230 -0.41159 -1.14520  0.118
Cl 1.01740 -9.03574 0.90332  0.801
C 0.78985 -7.36350 0.66328  -0.636
C 0.65232 -6.87223 -0.63705  -0.061
C 0.46886 -5.52231 -0.83160  0.014
C 0.42268 -4.66035 0.27469  -0.163
C 0.56786 -5.16277 1.57679  0.014
C 0.74847 -6.51333 1.77052  -0.060
C 0.25498 -3.25368 0.06954  -0.566
O 0.08327 -2.67559 -1.06647  -0.104
O 0.26440 -2.37067 1.01861  -0.108
H 0.69972 -7.55530 -1.47321  0.124
H 0.37461 -5.12526 -1.83398  0.131
H 0.54582 -4.49140 2.42540  0.132
H 0.86497 -6.92378 2.76344  0.124

Cartesian forces (eV/Å) of the 6 atoms listed first:
0.1982 0.0007 0.1128
0.0505 0.0073 -0.0048
-0.0769 0.0145 0.0057
-0.0566 0.0374 -0.0498
0.0307 0.0184 -0.0043
0.0227 -0.0073 -0.0019